Entry 1:
Here is one molecule with the formula C3H4N2O2S2 from the Open Molecules 2025 dataset. Energies are from the ωB97M-V functional and the def2-TZVPD basis.

Computed properties:
- total charge = 0
- molar mass (g mol⁻¹) = 164.2
- electronic energy (eV) = -31916.448
- HOMO-LUMO gap (eV) = 8.8

```
13
Properties=species:S:1:pos:R:3:forces:R:3
C -1.888958 0.298298 0.915229 0.72 0.31 -1.00
C -3.273859 -2.144959 -1.041160 0.06 0.05 -0.03
C 2.891958 -0.198516 -0.521883 -0.31 -0.05 0.40
N -2.669004 -0.677756 0.829182 -0.51 0.24 1.88
N -2.901540 -1.380570 -0.235097 0.15 -0.45 -1.44
O -1.043982 2.490760 -0.179409 -0.08 0.88 0.16
O 0.595749 0.745205 0.490963 -0.44 0.73 0.15
S -0.811291 1.089969 -0.396358 0.29 -1.67 0.33
S 1.381796 -0.712572 0.341631 0.01 -0.31 -0.34
H -1.807416 0.794866 1.869886 0.07 0.20 0.22
H 3.161572 -0.986903 -1.216188 0.03 -0.04 -0.13
H 3.689971 -0.037927 0.198699 0.02 0.07 -0.06
H 2.675008 0.720106 -1.055496 0.00 0.05 -0.15
```
Forces are in eV/Å.

---

Entry 2:
Here is one molecule with the formula C3H4N2O3 from the Open Molecules 2025 dataset. Energies are from the ωB97M-V functional and the def2-TZVPD basis.

Computed properties:
- total charge = 0
- SMILES = O=CN(C=O)/C=N\O
- molar mass (g mol⁻¹) = 116.1
- electronic energy (eV) = -12292.998
- HOMO-LUMO gap (eV) = 9.8

```
12
Properties=species:S:1:pos:R:3:forces:R:3
O -1.108037 -2.259010 -0.043197 4.36 3.90 -0.46
C -0.220587 -1.380864 -0.226616 -2.56 -3.18 -2.42
N -0.708065 0.107073 -0.144813 3.43 -5.14 0.04
C -1.499552 0.289886 0.933639 -2.30 2.36 -1.10
O -2.155276 -0.404042 1.638232 0.44 -0.57 0.68
C 0.202056 1.176385 -0.458366 0.21 -4.93 1.13
N 1.424222 0.937430 -0.561097 1.93 3.38 -0.01
O 2.112998 -0.081859 0.096772 2.20 -0.75 -4.60
H 0.891894 -1.704429 -0.775920 -3.24 1.38 1.94
H -1.632598 1.345589 0.718847 -1.08 1.60 1.99
H -0.191522 2.127497 -0.469966 -0.76 2.02 -1.04
H 2.884468 -0.153656 -0.707515 -2.63 -0.08 3.85
```
Forces are in eV/Å.

---

Entry 3:
Here is one molecule with the formula C3H4N2O3 from the Open Molecules 2025 dataset. Energies are from the ωB97M-V functional and the def2-TZVPD basis.

Computed properties:
- total charge = 0
- SMILES = O=C[C@H]1ON=CNO1
- molar mass (g mol⁻¹) = 116.1
- electronic energy (eV) = -12291.937
- HOMO-LUMO gap (eV) = 9.1

```
12
Properties=species:S:1:pos:R:3:forces:R:3
O -2.782436 0.363728 -0.344049 1.30 -2.64 -0.16
C -2.063105 -0.598718 -0.104618 -2.54 -0.85 2.50
C -0.598222 -0.364504 0.277831 -0.49 -1.25 -2.42
O 0.405874 -1.193705 -0.429404 -3.20 -0.32 -0.16
N 1.717069 -0.905311 -0.231690 0.72 -5.10 0.23
C 1.928845 0.270761 -0.046037 -4.95 2.33 -0.25
N 0.836503 1.176526 -0.067203 4.50 4.98 -0.75
O -0.546544 0.938797 -0.113997 3.21 0.52 -0.16
H -2.489417 -1.621981 0.366293 0.52 1.68 -1.68
H -0.522902 -0.596414 1.323292 0.44 0.34 0.88
H 2.890430 0.555931 0.064424 2.74 1.73 0.47
H 1.223902 1.974885 -0.694838 -2.26 -1.41 1.50
```
Forces are in eV/Å.

---

Entry 4:
Here is one molecule with the formula C3H4N2O3 from the Open Molecules 2025 dataset. Energies are from the ωB97M-V functional and the def2-TZVPD basis.

Computed properties:
- total charge = 0
- SMILES = O=C1CN(O)C=NO1
- molar mass (g mol⁻¹) = 116.1
- electronic energy (eV) = -12291.141
- HOMO-LUMO gap (eV) = 9.7

```
12
Properties=species:S:1:pos:R:3:forces:R:3
O -2.757055 -0.569098 0.093895 6.54 -0.57 -3.78
C -1.547974 -0.252376 -0.381691 -6.61 1.74 5.43
C -0.209165 -0.848866 -0.160285 -0.97 -2.40 0.49
N 0.921411 -0.039360 -0.745426 -0.22 0.89 4.59
O 2.207097 -0.425003 -0.005768 -4.30 -2.22 3.27
C 0.702546 1.214788 0.006752 -2.04 0.30 -3.18
N -0.457078 1.793719 0.061445 4.28 0.45 1.05
O -1.501234 1.114616 -0.351972 -2.17 -0.44 -1.88
H -0.410429 -1.170187 1.010325 1.60 1.29 -2.22
H -0.243102 -1.792344 -0.639022 0.37 -1.21 -0.49
H 1.676142 -0.753851 0.997086 3.06 1.32 -4.10
H 1.618837 1.727961 0.114664 0.45 0.84 0.82
```
Forces are in eV/Å.

---

E_LUMO
In order: -0.60 0.09 0.14 -0.55
Unit: eV
Relative energy (zero: lowest compared OMol25 entry of this formula, charge and spin)
In order: 4.967 5.997 7.059 7.855
Unit: eV